[1]
Molecular formula: C7H14N3
Method: DFT, ωB97M-V/def2-TZVPD

Geometry as XYZ:
```
24
Properties=species:S:1:pos:R:3:forces:R:3
C 1.449 -1.626 0.043 3.001 -1.806 0.047
C 2.248 -0.471 0.106 0.408 -0.177 -0.056
C -0.314 -0.197 -0.204 1.005 1.890 -0.549
C -0.727 -2.504 -0.484 0.099 -1.046 0.438
C 2.445 1.833 -0.105 2.756 -1.076 -0.909
C -2.206 0.265 1.250 -0.253 -2.290 2.023
C -1.650 1.735 -0.646 1.918 -2.932 -0.831
N 0.152 -1.431 -0.180 -0.150 2.107 1.392
N 1.660 0.671 0.248 -2.157 -0.113 -0.472
N -1.364 0.477 0.124 0.625 -0.851 -1.274
H 1.957 -2.664 0.017 -1.524 1.850 -0.156
H 3.340 -0.462 -0.086 -0.665 -0.588 0.208
H -0.104 -3.145 -1.038 0.305 -1.484 -0.492
H -1.142 -2.938 0.404 0.027 -0.409 0.507
H -1.512 -2.217 -1.106 -1.271 0.845 -1.036
H 2.739 1.920 -1.164 -0.195 -0.901 -0.018
H 2.102 2.811 0.008 -1.354 1.195 1.376
H 3.429 1.683 0.423 -0.877 0.588 -0.276
H -2.189 1.158 1.824 -0.515 0.737 0.609
H -3.184 -0.154 1.069 -0.757 0.909 -0.971
H -1.927 -0.574 1.929 1.051 0.696 -0.455
H -2.657 1.781 -0.864 -2.307 -0.172 -0.489
H -1.454 2.504 0.030 1.030 1.755 0.429
H -1.093 1.544 -1.597 -0.200 1.274 0.955
```
Forces are in eV/Å.

Output
LUMO (alpha / beta): -3.9 / -3.9 eV
ΔE to the lowest compared entry with this formula, charge and spin: 498.7 kJ/mol
net charge: +1
orbital gap (alpha / beta): 0.30490 / 0.30490 Eh
HOMO level (alpha / beta): -12.21 / -12.21 eV

=====

[2]
Molecular formula: C3H8N2O2
Method: DFT, ωB97M-V/def2-TZVPD

Geometry as XYZ:
```
15
Properties=species:S:1:pos:R:3:forces:R:3
N 0.741 -0.791 -1.352 0.153 1.589 0.125
C 0.201 0.232 -0.392 -0.414 -0.747 -0.147
C 1.183 0.413 0.795 -0.533 -1.096 -0.425
O 2.331 1.123 0.390 0.049 0.178 0.297
C -1.201 -0.271 -0.030 -0.623 1.168 1.713
N -1.476 -0.161 1.360 -0.104 0.358 0.560
O -2.077 -0.554 -0.800 0.665 -0.001 -0.540
H 0.034 -1.511 -1.459 0.169 0.056 -0.251
H 0.748 -0.251 -2.209 0.201 -0.799 -0.493
H 0.059 1.191 -0.927 -0.051 -0.248 0.282
H 0.840 0.809 1.766 -0.225 0.338 -0.948
H 1.362 -0.651 0.988 0.795 -0.058 0.344
H 2.430 1.087 -0.564 0.037 -0.302 -0.034
H -2.139 0.532 1.659 -0.470 -0.263 -0.262
H -1.275 -0.851 2.058 0.350 -0.172 -0.220
```
Forces are in eV/Å.

Output
LUMO: 0.6 eV
ΔE to the lowest compared entry with this formula, charge and spin: 214.0 kJ/mol
structure (SMILES): NC(=O)[C@H](N)CO
orbital gap: 0.37923 Eh
HOMO level: -9.77 eV

=====

[3]
Molecular formula: C6H8CuOP
Method: DFT, ωB97M-V/def2-TZVPD

Geometry as XYZ:
```
17
Properties=species:S:1:pos:R:3:forces:R:3
C -0.552 0.409 -0.839 -1.211 2.350 -0.474
C -0.096 -0.068 -2.098 -1.934 1.176 -2.431
C -0.209 -1.491 -2.074 -1.826 -0.918 -1.982
C -0.631 -1.879 -0.759 -2.617 -1.088 0.248
C -0.825 -0.660 0.008 -2.690 -0.930 0.500
Cu 0.898 -0.852 -0.766 9.802 -0.134 3.986
P 0.097 2.055 1.757 0.286 -0.342 0.015
H -0.655 1.456 -0.568 0.119 -0.313 -0.235
H 0.188 0.549 -2.948 -0.189 -0.203 0.186
H -0.105 -2.125 -2.941 0.193 -0.165 0.106
H -1.150 -0.530 1.036 0.120 -0.367 -0.199
H -0.847 -2.895 -0.441 0.055 0.269 0.007
H -1.211 2.014 2.356 0.546 0.294 0.115
H -0.069 3.347 1.150 0.063 0.028 0.652
H 0.922 2.347 2.906 -0.719 0.436 -0.314
O 2.471 -1.013 2.530 1.181 -0.594 0.833
C 1.773 -0.665 1.692 -1.178 0.503 -1.015
```
Forces are in eV/Å.

Output
LUMO (alpha / beta): 4.0 / 3.9 eV
ΔE to the lowest compared entry with this formula, charge and spin: 22.7 kJ/mol
multiplicity: 2
net charge: -1
orbital gap (alpha / beta): 0.15209 / 0.27245 Eh
HOMO level (alpha / beta): -0.17 / -3.49 eV

=====

[4]
Molecular formula: CH29NO12
Method: DFT, ωB97M-V/def2-TZVPD

Geometry as XYZ:
```
43
Properties=species:S:1:pos:R:3:forces:R:3
C 3.664 1.059 0.442 1.974 -1.082 -0.260
N 2.374 0.509 0.800 0.222 0.935 0.250
H 4.145 1.628 1.246 -0.381 0.614 -0.250
H 3.730 1.516 -0.540 -0.392 0.961 0.022
H 4.467 0.299 0.269 -0.889 -0.266 0.510
H 1.664 1.130 0.405 0.175 -0.582 -0.069
H 2.319 -0.398 0.387 -0.547 -0.645 -0.073
H -1.401 3.032 1.634 -0.220 0.456 -0.025
H -0.126 2.323 2.167 -0.382 0.043 -0.553
O -0.877 2.246 1.520 0.560 -0.087 0.394
H 2.667 -2.323 -1.253 -0.295 -0.706 -0.187
H 2.197 -3.210 0.030 0.024 0.191 -0.787
O 2.574 -2.385 -0.304 0.210 0.510 0.933
H 2.013 2.294 2.222 -0.173 0.041 -0.275
H 1.579 1.902 3.552 -0.217 -0.168 0.536
O 1.398 2.593 2.912 0.539 -0.086 -0.107
H -3.583 -2.322 -2.060 -0.217 0.145 0.216
H -4.106 -0.876 -2.251 -0.022 -0.242 0.409
O -3.827 -1.668 -2.721 -0.100 -0.046 -0.727
H 1.449 3.564 -0.095 0.320 0.868 -0.798
H 1.416 2.731 -1.594 0.298 0.770 0.172
O 1.268 2.813 -0.645 -0.908 -1.488 0.715
H -2.630 -1.510 -0.394 0.513 0.108 -0.102
H -3.196 -1.020 0.920 -0.064 -0.037 -0.218
O -3.440 -1.508 0.111 -0.499 -0.040 0.406
H -0.930 -1.285 -3.644 0.224 -0.056 0.013
H -2.378 -0.902 -3.724 -0.065 0.136 0.400
O -1.498 -0.513 -3.578 0.268 0.042 -0.174
H -0.639 -2.520 0.209 0.117 -0.063 0.187
H -1.583 -3.523 0.837 -0.132 0.042 0.159
O -0.930 -3.439 0.143 0.229 0.113 -0.537
H 2.323 1.653 -3.312 -1.012 -0.565 0.158
H 0.842 1.120 -3.485 -0.076 0.039 -0.372
O 1.529 1.306 -2.844 1.108 0.501 -0.060
H -1.060 0.085 -1.503 -0.054 -0.036 0.298
H -0.511 1.059 -0.458 0.227 0.405 0.171
O -0.920 0.194 -0.543 -0.127 -0.345 -0.644
H -1.614 -2.946 3.019 -0.063 -0.382 0.182
H -1.392 -1.462 2.945 0.606 -0.324 -0.141
O -0.905 -2.306 3.084 -0.447 0.557 0.011
H -1.637 0.408 1.337 -0.116 -0.175 0.412
H -2.334 0.687 2.677 0.084 -0.006 -0.165
O -2.101 -0.033 2.080 -0.301 -0.051 -0.034
```
Forces are in eV/Å.

Output
LUMO: 0.1 eV
orbital gap: 0.33097 Eh
HOMO level: -8.94 eV

=====

[5]
Molecular formula: C2H6N4
Method: DFT, ωB97M-V/def2-TZVPD

Geometry as XYZ:
```
12
Properties=species:S:1:pos:R:3:forces:R:3
C 0.281 0.181 -0.475 7.758 5.161 -2.563
C -0.581 -0.236 0.454 -0.410 -2.192 7.051
H -0.746 -0.299 -2.172 -1.827 -0.975 -0.854
H 0.636 0.894 -2.355 -2.364 -2.523 1.342
H 2.129 0.963 -0.527 0.176 0.112 -0.712
H 0.968 0.238 1.646 -2.037 -2.163 0.003
H -0.359 -0.365 2.794 0.851 -0.483 -4.725
H -2.097 -1.270 0.585 -0.961 0.566 0.754
N -0.031 0.214 -1.785 4.552 3.490 -0.546
N 1.394 0.676 0.093 -1.464 -0.396 -2.093
N 0.104 -0.476 1.704 -0.587 1.874 3.463
N -1.698 -0.519 0.036 -3.687 -2.470 -1.121
```
Forces are in eV/Å.

Output
LUMO: 0.6 eV
ΔE to the lowest compared entry with this formula, charge and spin: 276.8 kJ/mol
structure (SMILES): [H]/N=C(N)/C(N)=N/[H]
orbital gap: 0.35488 Eh
HOMO level: -9.08 eV

=====

[6]
Molecular formula: C6H12
Method: DFT, ωB97M-V/def2-TZVPD

Geometry as XYZ:
```
18
Properties=species:S:1:pos:R:3:forces:R:3
C 1.252 -0.724 -0.907 0.000 -0.063 0.034
C 0.505 0.573 -0.562 0.053 0.050 -0.082
C -0.886 0.612 -1.228 0.023 0.051 0.022
C -1.717 0.007 -0.095 0.072 -0.011 0.066
C 0.083 0.815 0.895 0.347 -0.094 -0.100
C 0.614 -0.136 1.923 -0.049 -0.041 0.000
H 2.189 -0.820 -0.344 -0.175 0.029 -0.087
H 0.649 -1.617 -0.702 0.085 0.144 -0.023
H 1.506 -0.738 -1.975 -0.061 0.026 0.182
H 1.138 1.419 -0.870 -0.118 -0.142 0.035
H -1.204 1.648 -1.390 0.085 -0.162 0.048
H -0.947 0.085 -2.189 0.018 0.063 0.239
H -1.565 -1.066 0.057 0.024 0.261 0.011
H -2.787 0.247 -0.058 0.249 -0.023 -0.012
H -1.278 0.712 0.816 -0.423 -0.251 -0.065
H 0.732 -1.195 1.644 -0.056 0.163 -0.018
H 1.634 0.246 2.107 -0.165 -0.025 -0.039
H 0.083 -0.067 2.879 0.092 0.025 -0.210
```
Forces are in eV/Å.

Output
LUMO: 0.9 eV
ΔE to the lowest compared entry with this formula, charge and spin: 427.2 kJ/mol
orbital gap: 0.31040 Eh
HOMO level: -7.55 eV